(1)
C54H135BCdF4KN9O8S2 as an isolated structure in a non-equilibrium geometry. Source: the OMol25 dataset; level of theory: wB97M-V/def2-TZVPD.

LUMO energy = 2.84 eV
Charge = -2

Each line ends with the Mulliken charge.
Cartesian coordinates (Å):
K -5.167 15.950 22.743  0.63
Cd -7.425 17.795 19.792  6.19
S -6.290 15.518 19.712  0.18
O -6.121 16.674 18.822  -0.66
O -7.058 14.501 19.016  -0.60
O -5.102 15.092 20.296  -0.79
O -7.134 16.119 20.722  -1.11
S -9.771 16.175 18.345  1.38
O -9.757 14.925 19.165  -0.79
O -11.137 16.468 17.929  -0.74
O -9.125 17.292 19.069  -2.11
O -8.969 15.647 17.213  -0.79
B -7.100 18.786 22.249  -0.53
F -6.144 18.545 21.297  -1.21
F -6.944 17.966 23.323  0.18
F -7.001 20.120 22.614  -0.40
F -8.284 18.485 21.659  -1.09
C -4.796 18.849 17.536  -1.26
C -6.251 19.257 17.367  -1.28
N -6.917 19.683 18.607  0.93
C -8.276 20.077 18.141  -1.28
C -9.181 20.536 19.270  -0.24
C -6.147 20.650 19.329  -0.41
C -5.829 21.955 18.559  -1.83
H -4.595 18.218 16.671  0.48
H -4.609 18.212 18.401  0.13
H -4.128 19.707 17.607  0.25
H -6.112 20.123 16.720  0.56
H -6.722 18.447 16.810  0.69
H -8.297 20.935 17.470  0.70
H -8.693 19.349 17.445  0.42
H -8.716 21.330 19.854  0.20
H -10.003 21.031 18.753  0.19
H -9.593 19.712 19.853  -0.15
H -5.228 20.223 19.731  0.30
H -6.636 20.811 20.290  0.17
H -5.139 21.898 17.718  0.29
H -5.254 22.605 19.219  0.50
H -6.654 22.583 18.220  0.30
C -15.882 14.507 21.069  -1.25
C -14.839 14.551 22.209  -0.46
N -13.642 15.409 21.771  0.37
C -13.940 16.835 21.635  -0.28
C -13.027 17.483 20.627  -0.21
C -12.661 15.173 22.850  -0.08
C -11.884 13.877 22.573  -1.11
H -16.247 15.461 20.688  0.32
H -16.755 13.888 21.276  0.41
H -15.368 14.055 20.221  0.31
H -15.324 14.808 23.151  0.32
H -14.470 13.544 22.401  0.36
H -15.003 16.929 21.415  0.50
H -13.893 17.347 22.596  -0.36
H -13.169 18.534 20.877  -0.29
H -12.001 17.124 20.705  -0.10
H -13.317 17.319 19.590  0.46
H -13.231 15.146 23.779  0.28
H -11.847 15.888 22.966  0.00
H -11.254 13.603 23.420  0.24
H -11.215 14.145 21.755  0.19
H -12.460 13.030 22.199  0.38
C -9.083 24.343 26.197  0.57
C -10.337 24.315 27.026  -1.73
N -11.588 24.313 26.184  1.13
C -11.967 22.908 25.928  -0.42
C -13.205 22.680 25.103  -1.47
C -12.652 25.218 26.616  -0.58
C -12.209 26.661 26.400  -1.17
H -8.234 24.734 26.758  0.05
H -9.174 24.886 25.256  0.15
H -8.996 23.312 25.851  -0.20
H -10.286 23.634 27.875  0.29
H -10.434 25.221 27.625  0.41
H -11.139 22.412 25.421  -0.06
H -11.852 22.203 26.751  0.32
H -14.169 22.931 25.544  0.45
H -13.113 23.063 24.086  0.29
H -13.323 21.614 24.905  0.26
H -12.951 25.039 27.649  0.31
H -13.468 25.192 25.895  0.39
H -13.071 27.284 26.164  0.41
H -11.644 26.598 25.470  0.23
H -11.553 27.035 27.186  0.32
C -4.178 13.282 25.510  -1.31
C -5.328 14.125 26.080  -0.71
N -6.311 14.556 25.021  1.17
C -6.916 13.349 24.294  -0.50
C -7.915 13.760 23.195  -1.30
C -7.401 15.439 25.554  -1.05
C -6.804 16.793 26.143  -0.50
H -3.892 13.670 24.532  0.14
H -4.576 12.273 25.401  0.44
H -3.268 13.229 26.107  0.38
H -5.853 13.520 26.820  0.35
H -5.050 15.073 26.541  0.34
H -6.010 12.869 23.923  0.44
H -7.378 12.629 24.969  0.34
H -8.872 14.051 23.628  0.09
H -7.655 14.575 22.519  0.33
H -8.049 12.923 22.509  0.49
H -7.825 14.850 26.367  0.34
H -8.182 15.683 24.833  0.30
H -7.546 17.497 26.522  -0.09
H -6.133 17.291 25.443  -0.11
H -6.318 16.514 27.078  0.75
C -13.220 21.185 20.727  -0.87
C -13.102 22.554 20.052  -0.30
N -12.720 23.559 21.030  0.66
C -11.279 23.520 21.129  -0.15
C -10.543 24.569 21.980  -1.69
C -13.314 24.889 20.591  -0.61
C -14.814 24.997 20.496  -1.38
H -13.633 21.328 21.726  0.14
H -12.320 20.610 20.942  -0.07
H -13.880 20.514 20.177  0.55
H -12.560 22.510 19.107  0.26
H -14.143 22.807 19.856  0.20
H -10.884 22.647 21.648  -0.09
H -10.834 23.735 20.157  0.41
H -9.460 24.475 21.908  0.52
H -10.714 25.589 21.635  0.43
H -10.742 24.663 23.048  0.21
H -12.772 25.389 19.788  0.40
H -13.119 25.596 21.398  0.35
H -15.090 25.953 20.052  0.41
H -15.339 25.006 21.451  0.29
H -15.430 24.373 19.849  0.36
C -2.908 27.444 23.449  -1.28
C -4.315 27.342 23.989  -0.43
N -4.464 26.303 25.063  0.34
C -5.636 25.420 25.156  -0.08
C -6.254 24.698 23.927  -1.41
C -3.689 26.606 26.302  -0.62
C -4.375 27.549 27.380  -1.04
H -2.925 27.990 22.505  0.41
H -2.476 26.446 23.375  0.31
H -2.257 28.017 24.108  0.32
H -4.558 28.308 24.431  0.24
H -4.968 27.166 23.135  0.40
H -5.222 24.554 25.672  -0.02
H -6.444 25.768 25.801  0.37
H -7.042 25.300 23.475  0.35
H -5.572 24.608 23.081  0.44
H -6.766 23.871 24.417  0.23
H -2.757 27.082 25.996  0.33
H -3.429 25.711 26.868  0.28
H -3.727 27.838 28.207  0.37
H -5.309 27.049 27.638  0.15
H -4.633 28.485 26.884  0.35
C -1.823 14.379 22.325  -1.27
C -1.273 15.372 23.362  -0.68
N -1.966 16.691 23.247  0.89
C -1.748 17.419 24.488  -0.79
C -2.481 16.837 25.690  -0.85
C -1.528 17.504 22.124  -0.53
C -2.316 18.844 22.014  -1.48
H -1.274 13.477 22.594  0.44
H -1.503 14.714 21.338  0.43
H -2.863 14.062 22.409  0.14
H -1.523 14.881 24.302  0.23
H -0.215 15.629 23.324  0.43
H -0.673 17.457 24.666  0.31
H -2.191 18.401 24.320  0.38
H -2.215 15.785 25.791  0.37
H -2.127 17.408 26.548  0.42
H -3.535 17.029 25.488  -0.02
H -1.750 16.923 21.229  0.33
H -0.447 17.563 22.256  0.42
H -3.369 18.646 22.214  0.35
H -2.214 19.308 21.033  0.45
H -1.976 19.691 22.610  0.38
C -13.731 17.912 26.149  -1.69
C -12.455 18.138 25.306  -0.01
N -11.615 19.302 25.705  1.19
C -10.400 19.355 24.945  0.22
C -10.753 19.705 23.486  -0.78
C -11.347 19.433 27.145  -0.51
C -10.612 18.251 27.774  -1.07
H -14.220 18.806 26.536  0.35
H -13.490 17.320 27.031  0.33
H -14.517 17.507 25.511  0.41
H -11.817 17.262 25.192  0.32
H -12.784 18.368 24.293  0.00
H -9.858 20.289 25.086  -0.25
H -9.691 18.539 25.085  -0.16
H -9.802 19.923 23.000  0.36
H -11.227 18.866 22.976  0.06
H -11.362 20.592 23.314  -0.09
H -12.310 19.699 27.581  0.48
H -10.791 20.368 27.211  0.09
H -9.843 17.791 27.154  -0.10
H -11.210 17.370 28.004  0.32
H -10.163 18.423 28.752  0.46
C -6.910 20.799 27.310  -1.35
C -6.081 22.092 27.499  0.26
N -5.529 22.180 28.844  0.06
C -5.052 23.541 29.366  -0.34
C -6.258 24.468 29.477  -0.87
C -4.628 21.083 29.346  -0.91
C -3.352 20.739 28.555  -1.00
H -6.368 19.925 27.671  0.32
H -7.108 20.548 26.268  0.31
H -7.847 20.846 27.866  0.28
H -5.326 21.968 26.722  0.12
H -6.684 22.833 26.974  0.06
H -4.705 23.400 30.389  0.47
H -4.270 24.122 28.879  0.14
H -5.862 25.319 30.030  0.45
H -6.525 24.793 28.471  -0.19
H -7.153 24.015 29.904  0.32
H -5.150 20.164 29.614  0.45
H -4.282 21.447 30.314  0.51
H -2.776 20.074 29.197  0.46
H -2.721 21.610 28.375  0.27
H -3.556 20.114 27.685  0.19

Atoms 1-6, force components in eV/Å:
-0.3 0.2 -0.5
-1.6 5.4 -2.5
-5.2 -3.4 -5.2
4.2 -0.3 -3.4
1.8 -0.4 0.6
6.0 -1.8 2.7

(2)
A 9-piece molecular cluster, C54H135N9 overall in a non-equilibrium geometry. Source: the OMol25 dataset; level of theory: wB97M-V/def2-TZVPD.

SMILES = CCN(CC)CC.CCN(CC)CC.CCN(CC)CC.CCN(CC)CC.CCN(CC)CC.CCN(CC)CC.CCN(CC)CC.CCN(CC)CC.CCN(CC)CC
Energy relative to the best compared isomer or geometry (same formula, charge and spin) = 314.57 kJ/mol
LUMO energy = 0.53 eV
Charge = 0

Each line ends with the Mulliken charge.
Cartesian coordinates (Å):
C 8.354 1.854 2.746  -1.41
C 7.257 0.819 2.677  -0.35
N 6.016 1.167 1.965  0.67
C 6.335 1.391 0.563  -0.48
C 5.221 2.197 -0.211  -1.03
C 5.043 0.051 2.040  0.08
C 4.220 -0.085 3.339  -0.90
H 9.048 1.560 3.473  0.47
H 7.870 2.811 2.997  0.26
H 8.933 1.974 1.793  0.31
H 7.608 -0.182 2.274  0.32
H 6.861 0.586 3.694  0.32
H 7.221 2.111 0.657  0.31
H 6.677 0.493 0.013  0.29
H 4.847 3.034 0.342  0.23
H 5.697 2.549 -1.111  0.60
H 4.412 1.492 -0.588  -0.08
H 5.494 -0.877 1.698  0.36
H 4.333 0.226 1.272  -0.49
H 3.798 0.885 3.672  -0.01
H 4.880 -0.577 4.067  0.56
H 3.401 -0.829 3.217  0.11
C -2.098 -0.469 0.967  -1.03
C -1.354 -0.961 -0.222  -0.13
N -0.512 0.019 -0.911  1.68
C 0.345 0.811 -0.045  -1.42
C 1.463 -0.031 0.774  0.54
C 0.269 -0.485 -2.015  -0.97
C -0.671 -0.979 -3.151  -0.96
H -1.472 -0.148 1.754  0.95
H -2.664 -1.341 1.310  0.44
H -2.879 0.345 0.755  -0.99
H -0.707 -1.750 0.169  0.18
H -2.042 -1.426 -0.918  -0.35
H 0.790 1.623 -0.633  0.75
H -0.338 1.329 0.638  0.24
H 2.362 -0.301 0.153  -0.32
H 1.898 0.593 1.592  0.10
H 0.983 -0.924 1.102  -0.36
H 0.888 -1.346 -1.695  0.24
H 0.936 0.293 -2.355  0.52
H -1.506 -0.254 -3.287  -0.30
H -1.236 -1.917 -2.866  0.36
H -0.082 -1.159 -4.059  0.47
C 2.665 -3.094 -5.404  -1.63
C 3.273 -2.040 -4.488  0.60
N 4.706 -2.189 -4.527  0.05
C 5.049 -3.357 -3.630  -0.17
C 6.534 -3.604 -3.332  -1.41
C 5.338 -0.990 -3.928  -1.37
C 4.748 -0.553 -2.614  0.44
H 2.586 -4.056 -4.842  0.35
H 3.294 -3.218 -6.277  0.41
H 1.636 -2.878 -5.747  0.41
H 3.019 -1.050 -4.800  -0.13
H 2.833 -2.111 -3.468  -0.05
H 4.561 -3.295 -2.647  0.25
H 4.685 -4.233 -4.197  0.42
H 7.112 -3.446 -4.289  0.33
H 6.916 -2.875 -2.602  0.23
H 6.747 -4.625 -2.950  0.40
H 5.203 -0.220 -4.696  0.28
H 6.404 -1.192 -3.868  0.51
H 5.359 0.310 -2.238  0.05
H 4.820 -1.354 -1.894  0.31
H 3.718 -0.138 -2.708  -0.25
C -4.983 -1.079 3.353  -0.79
C -5.544 -0.584 4.713  -0.90
N -4.655 -0.897 5.875  0.34
C -4.565 -2.295 6.096  -0.59
C -5.934 -2.962 6.286  -1.20
C -4.998 -0.152 7.062  -0.45
C -4.366 1.242 7.040  -1.34
H -5.201 -0.366 2.542  0.24
H -5.237 -2.117 3.037  0.28
H -3.916 -0.977 3.375  0.27
H -5.624 0.485 4.653  0.45
H -6.552 -0.925 4.905  0.40
H -3.951 -2.546 6.981  0.56
H -4.056 -2.675 5.215  0.14
H -5.734 -3.897 6.810  0.43
H -6.454 -3.131 5.332  0.26
H -6.533 -2.288 6.900  0.27
H -6.068 0.003 7.226  0.27
H -4.622 -0.691 7.989  0.37
H -4.562 1.749 7.963  0.44
H -3.288 1.273 6.836  0.27
H -4.791 1.879 6.246  0.29
C -0.527 -2.515 5.203  -1.75
C 0.386 -2.902 4.016  1.08
N 0.754 -4.316 3.941  0.22
C 1.079 -4.692 2.598  -0.55
C -0.123 -4.977 1.709  -1.10
C 1.662 -4.860 4.929  -0.87
C 3.106 -4.391 4.820  -0.96
H -0.814 -1.481 5.116  0.55
H -0.053 -2.708 6.171  0.39
H -1.472 -3.092 5.159  0.30
H -0.160 -2.739 3.099  -0.16
H 1.240 -2.225 4.072  -0.46
H 1.678 -3.987 1.988  0.10
H 1.671 -5.572 2.625  0.71
H -0.757 -5.759 2.083  0.40
H -0.628 -4.048 1.412  -0.05
H 0.231 -5.391 0.717  0.43
H 1.552 -5.912 4.767  0.48
H 1.230 -4.669 5.906  0.40
H 3.470 -4.655 3.830  0.30
H 3.663 -4.896 5.649  0.38
H 3.275 -3.341 4.904  0.24
C -6.206 -2.448 -0.992  -1.88
C -4.780 -1.862 -1.335  0.34
N -3.888 -2.632 -2.206  1.13
C -3.517 -3.921 -1.681  -0.65
C -3.373 -4.072 -0.184  -1.02
C -4.369 -2.785 -3.588  -0.74
C -3.302 -3.141 -4.666  -0.98
H -6.203 -3.395 -0.496  0.33
H -6.858 -2.516 -1.872  0.39
H -6.677 -1.760 -0.361  0.55
H -4.930 -0.859 -1.673  0.21
H -4.286 -1.779 -0.348  -0.48
H -4.280 -4.666 -2.011  0.42
H -2.545 -4.177 -2.182  0.35
H -4.265 -3.961 0.492  0.09
H -3.053 -5.063 0.062  0.58
H -2.634 -3.322 0.129  -0.05
H -4.780 -1.808 -3.926  0.27
H -5.271 -3.385 -3.664  0.48
H -3.867 -3.470 -5.524  0.48
H -2.649 -3.925 -4.298  0.26
H -2.659 -2.296 -4.998  -0.01
C -0.855 0.478 -7.020  -0.64
C -0.402 1.942 -7.009  -0.85
N 0.772 2.320 -6.191  0.08
C 0.526 2.102 -4.785  0.06
C -0.603 2.770 -4.051  -1.43
C 2.027 1.602 -6.581  -0.01
C 3.285 2.286 -6.116  -1.61
H -1.183 0.065 -6.034  -0.04
H -0.068 -0.165 -7.415  0.28
H -1.673 0.405 -7.776  0.42
H -0.133 2.345 -7.978  0.48
H -1.214 2.580 -6.689  0.44
H 0.368 1.024 -4.681  0.18
H 1.446 2.406 -4.270  0.17
H -0.491 3.875 -3.974  0.31
H -1.575 2.664 -4.501  0.27
H -0.583 2.417 -3.052  0.14
H 2.085 1.665 -7.662  0.53
H 2.002 0.549 -6.339  0.07
H 3.238 3.296 -6.398  0.46
H 4.222 1.777 -6.449  0.37
H 3.299 2.307 -5.036  0.27
C 0.117 5.143 3.813  -1.50
C 0.422 5.066 2.318  -0.19
N 1.862 5.129 1.900  0.36
C 2.652 3.961 2.202  0.34
C 4.001 4.266 2.955  -1.47
C 2.095 5.817 0.658  -0.89
C 1.735 5.049 -0.575  -0.41
H 0.568 4.248 4.205  0.31
H -0.962 5.076 3.948  0.41
H 0.497 6.085 4.231  0.31
H -0.067 4.180 1.929  -0.07
H -0.029 5.908 1.815  0.61
H 2.904 3.490 1.226  -0.48
H 2.020 3.298 2.792  0.42
H 3.693 4.715 3.879  0.52
H 4.520 5.033 2.386  0.32
H 4.669 3.356 3.050  0.14
H 1.515 6.751 0.755  0.48
H 3.118 6.156 0.663  0.32
H 0.827 4.498 -0.424  -0.04
H 1.703 5.731 -1.432  0.49
H 2.453 4.256 -0.798  0.05
C -3.421 4.851 0.550  -1.62
C -3.195 3.498 -0.144  0.46
N -4.070 3.290 -1.313  -0.01
C -5.480 3.387 -1.002  -0.78
C -5.922 2.537 0.213  -0.67
C -3.773 1.958 -1.867  1.96
C -4.420 1.767 -3.257  -1.68
H -2.663 4.881 1.362  0.23
H -4.355 4.912 1.049  0.44
H -3.253 5.709 -0.103  0.35
H -2.166 3.555 -0.588  0.29
H -3.338 2.687 0.531  0.01
H -5.819 4.413 -0.885  0.37
H -6.073 2.982 -1.807  0.43
H -5.597 1.466 0.196  -0.08
H -5.410 2.880 1.135  0.19
H -7.009 2.653 0.318  0.53
H -4.024 1.128 -1.254  -0.91
H -2.646 1.855 -1.869  -0.63
H -4.343 2.611 -3.954  0.39
H -5.479 1.444 -3.328  0.40
H -3.884 0.972 -3.799  0.35

Atoms 1-6, force components in eV/Å:
-0.9 0.7 -1.8
-1.3 -1.9 0.6
0.0 -0.8 -0.3
0.5 2.9 0.1
0.4 -2.6 -0.5
-0.4 0.8 0.3

Frontier orbital gap per entry: 0.09549 0.30755 hartree